No. 1
DFT (ωB97M-V with the def2-TZVPD basis set) results for 2 unconnected molecules or ions with the total composition C4H13N2O.

XYZ file:
```
20
Properties=species:S:1:pos:R:3:forces:R:3
C 0.412580 2.290811 -2.469298 -0.3 0.3 0.4
C 0.587120 1.627295 -1.134402 -0.1 0.0 -0.9
O -0.292882 0.932100 -0.616600 0.2 0.0 0.3
N 1.764709 1.816401 -0.534214 0.0 -0.4 1.0
H 1.089615 1.903417 -3.231185 0.1 0.0 0.2
H 0.608330 3.351192 -2.282345 0.0 0.0 -0.4
H 1.847806 1.371368 0.369668 0.4 0.3 -0.1
H 2.462612 2.484654 -0.805078 0.0 0.0 -0.2
H -0.615872 2.168623 -2.796803 0.0 0.0 0.0
C -0.122419 -1.676107 1.396282 -0.8 0.1 0.4
C -0.985453 -2.804566 0.865138 0.5 -1.2 -0.5
N -0.897593 -0.395621 1.552717 0.6 0.7 -1.0
H 0.274812 -1.885619 2.368861 0.3 -0.3 0.4
H 0.688267 -1.486086 0.731801 0.6 0.3 -0.5
H -0.734607 -3.085889 -0.158147 0.2 0.4 -0.1
H -2.061229 -2.701640 0.837143 -0.3 0.5 0.5
H -0.414838 0.401744 1.056905 0.0 -0.4 0.1
H -1.685910 -0.472794 0.931044 -0.9 0.1 0.1
H -1.166148 -0.127975 2.494502 -0.2 -0.3 0.0
H -0.758896 -3.711308 1.424003 -0.2 0.0 0.2
```
Forces are in eV/Å.

Computed properties:
Net charge ... +1
Spin multiplicity ... 1
Strongest force on any atom ... 1.43 eV Å⁻¹
E_tot ... -9381.029 eV


No. 2
DFT (ωB97M-V with the def2-TZVPD basis set) results for a molecular structure, C4H13N2O.

XYZ file:
```
20
Properties=species:S:1:pos:R:3:forces:R:3
C -0.354559 -0.215291 -1.641812 -0.4 1.9 0.3
C 0.674904 1.098800 0.222754 0.5 1.6 -1.9
C -0.770418 -1.186861 0.864342 1.4 5.2 0.2
C -0.663594 0.426130 -0.259699 4.8 -4.7 2.3
N -1.717278 1.240106 -0.041513 -1.1 0.8 -2.5
N 1.912560 0.221472 0.237146 -2.7 -0.5 0.4
O 0.531119 -1.728322 0.986958 -0.9 -2.4 1.7
H 0.254909 -1.141414 -1.655966 -1.2 0.1 0.4
H 0.230575 0.463532 -2.309536 -0.7 0.0 0.5
H -1.397344 -0.185732 -1.932660 0.1 -1.3 -1.5
H 0.632327 1.607849 1.150475 -0.3 0.3 1.1
H 1.013145 1.866964 -0.533368 -1.1 -0.3 0.7
H -1.416959 -1.750418 0.337367 -2.0 -2.3 -1.8
H -1.211592 -0.874227 1.826072 0.4 -0.1 -0.3
H -2.636088 1.181062 -0.445471 0.2 -0.6 -0.8
H -1.846959 1.525226 0.855615 0.0 1.0 3.1
H 1.490228 -0.709255 0.444514 0.7 -0.5 0.7
H 2.571589 0.495283 0.939775 0.6 0.2 0.1
H 2.236344 0.161130 -0.689448 1.3 0.2 -1.2
H 0.467089 -2.496034 1.644456 0.5 1.4 -1.4
```
Forces are in eV/Å.

Computed properties:
Net charge ... +1
Spin multiplicity ... 1
Strongest force on any atom ... 7.12 eV Å⁻¹
E_tot ... -9377.763 eV


Number 1: LUMO level -3.0 eV, Kohn-Sham gap 11.3462 eV, highest occupied orbital energy -14.304 eV. Number 2: LUMO level -3.1 eV, Kohn-Sham gap 9.3607 eV, highest occupied orbital energy -12.466 eV.